No. 1
Below is a structure of composition C25H27MgN9O3S3, with properties calculated with ωB97M-V/def2-TZVPD.

XYZ file:
```
68
Properties=species:S:1:pos:R:3
Mg 0.13 -0.27 0.36
C -4.58 -2.71 3.92
C -4.14 -1.25 3.86
N -2.70 -1.11 3.77
C -2.00 -0.99 2.61
S -0.29 -1.09 2.75
N -2.73 -0.80 1.52
N -2.02 -0.63 0.39
C -2.67 -0.56 -0.72
C -4.16 -0.64 -0.83
C -1.85 -0.39 -1.94
C -2.44 -0.27 -3.20
C -1.63 -0.13 -4.32
C -0.25 -0.12 -4.15
C 0.25 -0.23 -2.87
N -0.52 -0.37 -1.80
H -5.67 -2.78 3.98
H -4.16 -3.21 4.80
H -4.25 -3.24 3.03
H -4.49 -0.71 4.75
H -4.57 -0.76 3.00
H -2.15 -1.42 4.55
H -4.57 -1.00 0.11
H -4.47 -1.31 -1.63
H -4.58 0.35 -1.03
H -3.51 -0.26 -3.31
H -2.06 -0.03 -5.30
H 0.42 -0.01 -4.99
H 1.32 -0.15 -2.68
C 3.88 -1.92 -1.35
C 2.63 -1.79 -0.54
N 2.40 -0.79 0.22
N 3.37 0.17 0.27
C 3.46 1.01 1.35
N 4.30 2.06 1.09
S 2.70 0.75 2.78
C 1.61 -2.87 -0.51
C 1.94 -4.19 -0.80
C 0.96 -5.17 -0.65
C -0.30 -4.79 -0.23
C -0.54 -3.45 0.04
N 0.39 -2.52 -0.10
H 3.99 -1.06 -2.02
H 4.75 -1.94 -0.70
H 3.88 -2.81 -1.97
H 3.77 0.48 -0.60
H 4.36 2.40 0.14
H 4.33 2.74 1.83
H 2.94 -4.47 -1.09
H 1.19 -6.20 -0.86
H -1.10 -5.51 -0.11
H -1.50 -3.11 0.40
O 3.29 2.33 -1.59
C 2.21 2.63 -1.09
N 1.18 1.79 -0.90
S -0.07 2.51 -0.20
O -0.32 1.73 1.02
O -1.21 2.68 -1.05
C 0.70 4.06 0.12
C 0.24 5.19 0.76
C 1.09 6.29 0.78
C 2.34 6.24 0.17
C 2.78 5.09 -0.48
C 1.94 3.99 -0.49
H -0.74 5.22 1.22
H 0.78 7.19 1.28
H 2.98 7.12 0.20
H 3.75 5.05 -0.96
```

Calculated values
Maximum force: 0.018 Eh/bohr
Orbital gap: 6.8 eV
Highest occupied orbital energy: -7.13 eV
E_tot: -83871.272 eV
Relative energy (zero: lowest compared OMol25 entry of this formula, charge and spin): 0.0 kJ/mol

No. 2
Below is the molecule C5H6O2, with properties calculated with ωB97M-V/def2-TZVPD.

XYZ file:
```
13
Properties=species:S:1:pos:R:3
C 0.95 -1.53 0.35
C 0.24 -0.24 0.66
O 0.95 0.91 0.13
C 0.07 1.76 -0.48
O 0.41 2.70 -1.14
C -1.27 1.17 -0.38
C -1.13 -0.09 0.02
H 1.98 -1.54 0.72
H 0.40 -2.36 0.82
H 0.95 -1.69 -0.73
H 0.22 -0.07 1.75
H -2.17 1.55 -0.85
H -1.59 -0.56 -0.87
```

Calculated values
Maximum force: 0.050 Eh/bohr
Orbital gap: 10.0 eV
Highest occupied orbital energy: -10.07 eV
E_tot: -9375.389 eV
Relative energy (zero: lowest compared OMol25 entry of this formula, charge and spin): 164.7 kJ/mol

No. 3
Below is the ion C10H17N2 with charge +1, with properties calculated with ωB97M-V/def2-TZVPD.

XYZ file:
```
29
Properties=species:S:1:pos:R:3
C -1.93 -2.58 -0.02
C -0.89 -3.29 -0.63
C -1.84 -1.24 0.33
C 0.28 -2.52 -0.96
C -0.60 -0.71 -0.03
C -0.09 0.77 1.94
C -1.27 1.83 0.06
C 2.30 0.64 0.31
C 1.08 1.29 -1.57
C -0.26 0.80 0.44
N 0.36 -1.30 -0.57
N 1.03 1.27 -0.13
H -2.84 -3.13 0.20
H -0.99 -4.34 -0.97
H -2.69 -0.67 0.55
H 1.14 -3.06 -1.46
H -0.21 1.79 2.41
H -0.90 0.21 2.42
H 0.80 0.28 2.43
H -1.56 1.78 -1.01
H -2.08 1.86 0.67
H -0.85 2.79 0.08
H 2.61 -0.12 -0.37
H 3.13 1.32 0.43
H 2.08 0.21 1.29
H 0.51 2.21 -2.01
H 2.09 1.30 -2.07
H 0.54 0.31 -1.91
H 1.06 2.31 0.14
```

Calculated values
Total charge: +1
Maximum force: 0.115 Eh/bohr
Orbital gap: 10.4 eV
Highest occupied orbital energy: -13.07 eV
E_tot: -13618.022 eV
Relative energy (zero: lowest compared OMol25 entry of this formula, charge and spin): 40.5 kJ/mol

No. 4
Below is a cluster of 5 separate species, C5H20N10O5 in total, with properties calculated with ωB97M-V/def2-TZVPD.

XYZ file:
```
40
Properties=species:S:1:pos:R:3
C -0.45 0.39 -0.59
O -0.47 -0.07 -1.74
N 0.58 0.36 0.23
N -1.54 0.81 -0.02
H 1.36 -0.19 -0.10
H 0.59 0.56 1.22
H -2.41 0.75 -0.53
H -1.52 1.29 0.87
C -0.92 2.42 3.46
O -2.05 1.96 3.13
N 0.16 1.70 3.51
N -0.68 3.63 3.87
H 0.05 0.70 3.39
H 1.06 2.08 3.78
H -1.34 4.36 3.64
H 0.29 3.83 4.04
C 3.72 -0.20 0.12
O 3.77 0.53 -0.88
N 3.47 -1.48 0.15
N 4.16 0.04 1.29
H 3.06 -1.86 -0.69
H 3.91 -2.04 0.87
H 4.39 1.01 1.41
H 3.68 -0.40 2.07
C -2.88 0.06 -4.67
O -3.48 -0.61 -3.91
N -3.16 0.34 -5.94
N -1.72 0.67 -4.26
H -3.91 -0.16 -6.39
H -2.57 0.96 -6.48
H -1.14 1.24 -4.86
H -1.48 0.70 -3.28
C -0.24 -3.43 1.11
O -0.16 -4.47 1.60
N -0.31 -3.11 -0.19
N -0.40 -2.37 1.85
H -0.17 -3.90 -0.81
H -0.32 -2.16 -0.55
H -0.17 -2.40 2.84
H -0.76 -1.53 1.42
```

Calculated values
Total charge: -1
Maximum force: 0.144 Eh/bohr
Orbital gap (spin up / spin down): 2.8 / 9.7 eV
Highest occupied orbital energy (spin up / spin down): -0.10 / -7.03 eV
Spin multiplicity: 2
E_tot: -30650.723 eV
⟨S²⟩: 0.75
Relative energy (zero: lowest compared OMol25 entry of this formula, charge and spin): 27.9 kJ/mol

Question: The highest maximum force belongs to which entry?
Answer: C5H20N10O5